1.
{
  "formula": "C52H65BiIN5OP2S2Te",
  "method": "the ωB97M-V functional and the def2-TZVPD basis",
  "gap_ev": [6.7901, 6.9199],
  "homo_energy_ev": [-4.595, -4.771],
  "e_lumo_ha": [0.081, 0.079],
  "spin_multiplicity": 2,
  "total_charge": -1,
  "relative_energy_ev": 0.160,
  "symbols": ["Bi", "N", "C", "C", "N", "C", "C", "N", "C", "C", "N", "H", "H", "H", "H", "H", "H", "H", "H", "H", "H", "H", "H", "H", "H", "H", "H", "H", "H", "S", "P", "C", "P", "S", "C", "C", "C", "C", "C", "C", "C", "C", "C", "C", "C", "C", "C", "C", "C", "C", "C", "C", "C", "C", "C", "C", "C", "C", "H", "H", "H", "H", "H", "H", "H", "H", "H", "H", "H", "H", "H", "H", "H", "H", "H", "H", "H", "H", "C", "C", "O", "N", "Te", "C", "C", "C", "C", "C", "C", "C", "C", "C", "C", "C", "C", "C", "C", "C", "C", "C", "C", "H", "H", "H", "H", "H", "H", "H", "H", "H", "H", "H", "H", "H", "H", "H", "H", "H", "H", "H", "H", "H", "H", "H", "H", "H", "I", "C", "H", "H"],
  "xyz": [[0.1943, -1.7324, 1.7029], [1.7489, 0.3264, 2.8985], [2.3773, -0.1970, 4.1130], [3.4470, -1.2078, 3.7264], [2.9440, -2.4256, 3.0837], [3.7200, -2.7501, 1.8878], [3.3618, -1.8468, 0.7224], [1.9847, -2.1230, 0.2537], [2.7753, -3.5516, 4.0032], [1.3540, -3.7311, 4.5236], [0.4969, -4.1561, 3.4396], [2.4528, 0.7396, 2.2831], [1.0848, 1.0636, 3.1149], [1.6071, -0.6455, 4.7486], [2.8749, 0.5847, 4.7030], [4.0559, -1.4661, 4.6045], [4.1051, -0.6807, 3.0301], [3.5044, -3.7834, 1.6047], [4.8022, -2.6709, 2.0658], [4.0582, -2.0288, -0.1006], [3.4433, -0.7912, 0.9835], [1.8773, -3.1176, 0.0066], [1.7674, -1.5598, -0.5674], [3.4746, -3.4748, 4.8477], [3.0352, -4.4712, 3.4703], [0.9750, -2.7710, 4.8915], [1.3773, -4.4107, 5.3881], [-0.4858, -4.2438, 3.6833], [0.8142, -4.9815, 2.9481], [-2.9977, -3.8051, 3.2343], [-2.7448, -2.9374, 1.4416], [-1.2725, -3.1021, 0.5707], [-0.6937, -4.4118, -0.3871], [1.0745, -5.2227, 0.1250], [-0.5156, -3.8742, -2.1417], [-1.6240, -3.7180, -2.9712], [-1.4880, -3.2024, -4.2508], [-0.2353, -2.8392, -4.7283], [0.8786, -3.0225, -3.9249], [0.7365, -3.5435, -2.6466], [-1.8580, -5.8153, -0.5269], [-1.9560, -6.5498, -1.7080], [-2.7545, -7.6808, -1.7703], [-3.4562, -8.1031, -0.6488], [-3.3380, -7.3963, 0.5375], [-2.5369, -6.2650, 0.6001], [-2.8789, -1.1244, 1.7634], [-2.5204, -0.6204, 3.0135], [-2.5072, 0.7504, 3.2482], [-2.8865, 1.6310, 2.2490], [-3.2783, 1.1378, 1.0108], [-3.2611, -0.2255, 0.7663], [-4.1812, -3.3075, 0.3747], [-5.2747, -4.0175, 0.8569], [-6.3578, -4.2785, 0.0300], [-6.3618, -3.8226, -1.2807], [-5.2760, -3.1075, -1.7663], [-4.1885, -2.8565, -0.9426], [-2.6043, -4.0166, -2.6249], [-2.3638, -3.0905, -4.8786], [-0.1285, -2.4301, -5.7252], [1.8629, -2.7568, -4.2893], [1.6123, -3.7204, -2.0359], [-1.3998, -6.2451, -2.5849], [-2.8247, -8.2355, -2.6978], [-4.0821, -8.9857, -0.6991], [-3.8680, -7.7201, 1.4249], [-2.4437, -5.7372, 1.5411], [-2.2779, -1.3178, 3.8061], [-2.2108, 1.1243, 4.2208], [-2.8626, 2.6979, 2.4236], [-3.5643, 1.8211, 0.2206], [-3.5398, -0.5818, -0.2137], [-5.2535, -4.3712, 1.8801], [-7.1997, -4.8443, 0.4090], [-7.2076, -4.0288, -1.9250], [-5.2686, -2.7519, -2.7897], [-3.3253, -2.3255, -1.3264], [5.2082, 2.8115, 0.4984], [4.2369, 1.7192, 0.9265], [4.6421, 0.8823, 1.7836], [3.0161, 1.6506, 0.4456], [2.1704, 3.1332, -1.1373], [2.0641, 4.7713, -2.6222], [2.0931, 6.1272, -2.2815], [2.1622, 6.5966, -0.8553], [2.0618, 7.0934, -3.2884], [2.0195, 6.7536, -4.6300], [1.9862, 7.8073, -5.7048], [2.0215, 5.4034, -4.9574], [2.0474, 4.4133, -3.9816], [2.0516, 2.9727, -4.4294], [0.5447, 3.9384, -0.0188], [-0.6781, 4.1525, -0.6646], [-0.9169, 3.8509, -2.1174], [-1.7248, 4.7442, 0.0462], [-1.5956, 5.1274, 1.3693], [-2.7281, 5.7913, 2.1063], [-0.3789, 4.8906, 1.9965], [0.6938, 4.3098, 1.3294], [1.9924, 4.1583, 2.0740], [6.1114, 2.7139, 1.0976], [4.7719, 3.8029, 0.6304], [5.4592, 2.7129, -0.5591], [2.8974, 6.0157, -0.2971], [1.2044, 6.4773, -0.3437], [2.4443, 7.6492, -0.8119], [2.0790, 8.1429, -3.0089], [2.0017, 8.8079, -5.2725], [1.0858, 7.7198, -6.3166], [2.8442, 7.7170, -6.3742], [2.0022, 5.1112, -6.0036], [2.0364, 2.9134, -5.5182], [1.1906, 2.4271, -4.0395], [2.9370, 2.4410, -4.0762], [-0.3542, 2.9801, -2.4455], [-0.6098, 4.6994, -2.7347], [-1.9758, 3.6575, -2.2923], [-2.6669, 4.9132, -0.4669], [-3.6361, 5.8017, 1.5032], [-2.4792, 6.8247, 2.3567], [-2.9530, 5.2791, 3.0446], [-0.2495, 5.1769, 3.0362], [1.8488, 4.3670, 3.1350], [2.7302, 4.8669, 1.6916], [2.4129, 3.1606, 1.9570], [-0.6757, -0.1401, -1.6457], [-0.0603, 0.1409, 0.3849], [-0.8068, 0.8060, 0.8124], [0.8958, 0.6654, 0.3465]]
}

=====

2.
{
  "formula": "C5H8",
  "method": "the ωB97M-V functional and the def2-TZVPD basis",
  "smiles": "C#CC(C)C",
  "gap_ev": 11.0185,
  "homo_energy_ev": -9.872,
  "e_lumo_ha": 0.042,
  "spin_multiplicity": 1,
  "total_charge": 0,
  "relative_energy_ev": 1.528,
  "symbols": ["C", "C", "C", "C", "C", "H", "H", "H", "H", "H", "H", "H", "H"],
  "xyz": [[2.2419, -0.7460, 0.4340], [1.1629, -0.2265, 0.5633], [-0.2419, 0.1831, 0.4399], [-0.3611, 1.4907, -0.3762], [-0.9206, -1.0796, -0.1493], [3.1490, -1.2724, 0.2598], [-0.6778, 0.3740, 1.4271], [0.5432, 2.1001, -0.2725], [-0.5092, 1.2988, -1.4425], [-1.1976, 2.1028, -0.0278], [-1.1221, -1.7880, 0.6665], [-0.2174, -1.5704, -0.8339], [-1.8494, -0.8665, -0.6882]]
}

=====

3.
{
  "formula": "C50H86N2O24PS",
  "method": "the ωB97M-V functional and the def2-TZVPD basis",
  "gap_ev": 6.5130,
  "homo_energy_ev": -10.682,
  "e_lumo_ha": -0.153,
  "spin_multiplicity": 1,
  "total_charge": 1,
  "symbols": ["C", "C", "C", "C", "C", "C", "C", "O", "O", "P", "O", "O", "O", "C", "C", "C", "C", "C", "C", "C", "C", "C", "C", "C", "C", "N", "N", "C", "C", "C", "O", "C", "C", "S", "C", "C", "H", "H", "H", "H", "H", "H", "H", "H", "H", "H", "H", "H", "H", "H", "H", "H", "H", "H", "H", "H", "H", "H", "H", "H", "H", "H", "H", "H", "H", "H", "H", "H", "H", "H", "H", "H", "H", "H", "C", "C", "O", "C", "O", "O", "C", "H", "H", "H", "H", "H", "H", "H", "H", "C", "C", "O", "C", "O", "O", "C", "H", "H", "H", "H", "H", "H", "H", "H", "C", "C", "O", "C", "O", "O", "C", "H", "H", "H", "H", "H", "H", "H", "H", "C", "C", "O", "C", "O", "O", "C", "H", "H", "H", "H", "H", "H", "H", "H", "C", "C", "O", "C", "O", "O", "C", "H", "H", "H", "H", "H", "H", "H", "H", "C", "C", "O", "C", "O", "O", "C", "H", "H", "H", "H", "H", "H", "H", "H"],
  "xyz": [[5.5689, -1.3940, 3.6155], [4.9702, -1.0452, 2.1373], [5.4266, 0.4598, 1.8213], [4.7067, 1.1402, 0.5482], [3.5487, 2.0947, 1.1110], [3.9903, 3.4852, 1.6645], [5.5334, 3.8816, 1.5959], [6.3172, 3.3703, 2.4431], [6.1143, 4.8160, 0.6815], [5.9667, 4.3231, -0.9381], [4.5541, 3.9242, -1.3746], [6.3892, 5.7018, -1.8765], [7.1677, 3.1680, -1.2658], [2.8578, 4.3919, 2.2515], [3.3111, 5.7986, 2.8651], [4.0434, 6.7665, 1.8286], [5.4303, 7.3532, 2.2993], [6.3251, 8.2728, 1.4358], [5.8355, 8.6314, 0.0065], [6.7945, 9.5483, -0.8907], [4.4595, 8.0785, -0.4477], [3.5430, 7.1454, 0.4128], [1.3609, 3.9051, 2.2547], [0.3017, 4.9287, 2.8685], [0.0577, 6.2452, 1.9908], [0.0324, 6.3236, 0.6791], [1.0106, 2.5913, 1.7043], [-0.4315, 2.2048, 1.7595], [-1.3541, 3.0073, 0.6813], [-2.8790, 2.5058, 0.9828], [-3.3074, 3.3168, 2.1403], [2.0243, 1.6897, 1.1574], [1.6813, 0.2430, 0.5453], [0.7590, 0.4251, -1.0624], [1.8314, -0.0437, -2.5031], [2.2793, -1.6009, -2.3644], [6.7267, -1.3589, 3.5870], [5.2686, -2.4305, 3.9838], [5.2741, -0.5606, 4.3643], [5.5591, -1.7311, 1.4171], [3.8429, -1.2161, 2.1107], [5.1432, 1.1068, 2.7399], [6.5715, 0.5889, 1.7206], [5.5258, 1.7362, -0.0090], [4.3241, 0.3752, -0.2319], [5.6876, 5.8457, -2.5607], [7.2186, 2.9987, -2.2417], [4.0635, 5.5469, 3.7099], [2.4751, 6.3949, 3.3618], [5.8116, 7.0845, 3.3557], [7.3255, 8.6135, 1.8938], [7.4485, 8.8192, -1.5111], [6.1843, 10.1465, -1.6488], [7.5109, 10.1756, -0.2644], [4.1193, 8.3646, -1.5103], [2.5496, 6.7527, 0.0231], [-0.7148, 4.4782, 3.1256], [0.7503, 5.2878, 3.8743], [-0.1671, 7.2191, 2.5689], [0.2270, 5.3728, 0.3174], [-0.7813, 2.4197, 2.8420], [-0.6419, 1.0988, 1.5800], [-1.3644, 4.1289, 0.8892], [-1.0762, 2.7309, -0.3981], [-3.5230, 2.8618, 0.1085], [-2.9462, 1.3852, 1.1867], [-3.6539, 2.6659, 2.7902], [0.9330, -0.2399, 1.2867], [2.5748, -0.4621, 0.5027], [1.1508, 0.0019, -3.4383], [2.7000, 0.6655, -2.7128], [1.5825, -2.2412, -3.0289], [3.3601, -1.7335, -2.7087], [2.0988, -1.8952, -1.2763], [-0.9183, 7.5801, -2.1981], [-2.2496, 7.1259, -1.6294], [-3.3385, 7.8249, -2.2437], [-3.6759, 7.4054, -3.4752], [-3.1526, 6.5038, -4.0866], [-4.6785, 8.1802, -3.9193], [-5.0674, 7.9043, -5.2641], [-0.8203, 8.6658, -2.1242], [-0.0917, 7.1122, -1.6610], [-0.8291, 7.3248, -3.2561], [-2.2865, 7.3621, -0.5641], [-2.3823, 6.0435, -1.7252], [-5.2987, 6.8461, -5.4021], [-4.2788, 8.2186, -5.9511], [-5.9658, 8.4841, -5.4786], [1.6130, -7.5407, -1.5172], [2.1216, -6.3129, -0.7846], [1.1567, -5.2529, -0.8241], [0.1206, -5.3755, 0.0210], [-0.0591, -6.2819, 0.7992], [-0.6963, -4.3271, -0.1692], [-1.8969, -4.3832, 0.6002], [1.3082, -7.2812, -2.5341], [2.3880, -8.3092, -1.5641], [0.7377, -7.9652, -1.0218], [3.0183, -5.9398, -1.2844], [2.4002, -6.5449, 0.2477], [-1.6823, -4.5254, 1.6617], [-2.5413, -5.1821, 0.2275], [-2.4184, -3.4328, 0.4791], [0.8548, -4.7794, -5.1495], [2.3060, -4.6505, -4.7245], [3.1547, -5.4620, -5.5439], [3.4251, -4.9691, -6.7651], [3.0257, -3.9199, -7.2114], [4.1942, -5.8586, -7.4125], [4.4727, -5.5020, -8.7659], [0.5525, -5.8292, -5.1659], [0.2027, -4.2326, -4.4636], [0.6995, -4.3883, -6.1568], [2.4155, -5.0143, -3.7001], [2.6394, -3.6084, -4.7346], [4.8935, -4.4967, -8.8338], [3.5634, -5.5799, -9.3656], [5.2062, -6.2093, -9.1545], [-7.0895, 2.7529, -1.0299], [-7.3227, 3.0775, 0.4344], [-8.4233, 2.3253, 0.9587], [-8.1651, 1.0386, 1.2443], [-7.1013, 0.4792, 1.1062], [-9.3007, 0.4737, 1.6846], [-9.1886, -0.9271, 1.9303], [-8.0092, 2.8894, -1.6034], [-6.3115, 3.3967, -1.4477], [-6.7836, 1.7132, -1.1628], [-7.5880, 4.1321, 0.5326], [-6.4215, 2.9141, 1.0336], [-8.3550, -1.1481, 2.6003], [-9.0752, -1.4620, 0.9851], [-10.1106, -1.2606, 2.4079], [-7.1862, -7.2926, -1.1345], [-7.0304, -5.7988, -1.3529], [-7.6535, -5.0555, -0.2976], [-6.9682, -4.9989, 0.8558], [-5.8922, -5.5040, 1.0699], [-7.6991, -4.3042, 1.7426], [-7.1266, -4.2566, 3.0481], [-8.2386, -7.5517, -0.9971], [-6.7918, -7.8493, -1.9878], [-6.6584, -7.6203, -0.2367], [-7.5363, -5.5138, -2.2776], [-5.9795, -5.5129, -1.4584], [-6.0966, -3.8946, 3.0182], [-7.1740, -5.2445, 3.5112], [-7.7164, -3.5635, 3.6494], [-1.1830, -7.4969, 3.3258], [0.1531, -7.2887, 4.0133], [0.1400, -7.8257, 5.3423], [0.2582, -9.1614, 5.4298], [0.3793, -9.9259, 4.5026], [0.1910, -9.5018, 6.7277], [0.2030, -10.9102, 6.9544], [-1.9956, -7.0956, 3.9372], [-1.1946, -7.0037, 2.3516], [-1.3927, -8.5579, 3.1764], [0.3469, -6.2180, 4.1101], [0.9768, -7.7147, 3.4328], [1.0581, -11.3841, 6.4680], [-0.7324, -11.3513, 6.6036], [0.2829, -11.0757, 8.0295]]
}